Here is a 12-piece molecular cluster, C19H64N20O12 overall from the Open Molecules 2025 dataset. Energies are from ωB97M-V/def2-TZVPD.

Computed properties:
Spin multiplicity: 1
Maximum force: 3.262 eV/Å
LUMO energy: -0.13 eV
Kohn-Sham gap: 8.86 eV
SMILES: COC[C@H](C)N.COC[C@H](C)N.NC(N)=O.NC(N)=O.NC(N)=O.NC(N)=O.NC(N)=O.NC(N)=O.NC(N)=O.NC(N)=O.NC(N)=O.CCO
E_HOMO: -9.0 eV
Calculated total energy: -2760.65392 Eh
Energy relative to the best compared isomer or geometry (same formula, charge and spin): 27.80 kcal per mole

Each line ends with the Löwdin charge.
Atoms and positions in Å:
C1 -3.1162 -2.7546 0.3785  -0.1009
O1 -3.0690 -4.0238 -0.2973  -0.2213
C2 -3.5230 -5.0373 0.5726  -0.2112
C3 -4.0269 -6.2500 -0.2301  -0.4271
C4 -4.5605 -7.3689 0.6708  -0.0588
N1 -2.8897 -6.7834 -1.0056  0.0260
H1 -2.6960 -2.6321 1.3827  0.0852
H2 -4.1661 -2.4777 0.5018  0.0920
H3 -2.6148 -1.9917 -0.2169  0.0683
H4 -2.7382 -5.3642 1.2639  0.1304
H5 -4.3517 -4.6275 1.1613  0.1221
H6 -4.7514 -5.9164 -0.9794  0.1362
H7 -5.0411 -8.1463 0.0793  0.0762
H8 -5.2970 -6.9162 1.3359  0.0762
H9 -3.7327 -7.7975 1.2334  0.0799
H10 -3.2044 -7.5966 -1.5235  0.0692
H11 -2.5509 -6.1404 -1.7121  0.0627
C5 5.3020 2.4362 1.9536  -0.1063
O2 5.6794 3.4231 1.0254  -0.1646
C6 5.9429 2.9769 -0.2621  -0.2273
C7 4.7794 2.3496 -1.0288  -0.4321
C8 5.0522 2.0809 -2.4899  -0.0704
N2 3.5793 3.1930 -0.9602  0.0556
H12 5.9574 1.5566 1.8834  0.0884
H13 4.3088 2.0240 1.7797  0.0651
H14 5.3634 2.7986 2.9754  0.0927
H15 6.3880 3.8287 -0.7868  0.1305
H16 6.7716 2.2528 -0.2104  0.1246
H17 4.4915 1.4763 -0.4312  0.1226
H18 5.2882 2.9962 -3.0349  0.0818
H19 4.2309 1.5846 -3.0128  0.0734
H20 5.8402 1.3295 -2.6332  0.0679
H21 2.8034 2.7142 -1.3812  0.0212
H22 3.7881 4.0336 -1.4900  0.0802
N3 -1.9401 1.5206 -3.1155  0.1847
C9 -2.9250 0.6796 -3.4473  -0.6721
N4 -4.0549 0.8250 -2.7154  0.1725
O3 -2.9449 -0.0606 -4.4585  -0.0318
H23 -1.9782 2.1929 -2.3717  0.0965
H24 -1.1660 1.7246 -3.7359  0.0772
H25 -4.7880 0.1432 -2.6854  0.1086
H26 -3.9798 1.5104 -1.9843  0.0764
N5 -4.5883 0.3087 2.4015  0.1390
C10 -4.1274 1.0395 1.3066  -0.6561
N6 -2.7937 1.0454 1.2580  0.1908
O4 -4.9129 1.6602 0.5924  0.0106
H27 -3.8381 -0.1094 2.9453  0.0318
H28 -5.4543 0.4296 2.8893  0.0963
H29 -2.3234 1.5102 0.5086  0.0801
H30 -2.2935 0.6117 2.0071  0.0596
N7 -1.7011 -2.3743 -3.0468  0.1982
C11 -0.4701 -2.5264 -2.5252  -0.6581
N8 -0.3996 -3.3357 -1.4310  0.1842
O5 0.5417 -2.0735 -3.0776  -0.0110
H31 -2.4776 -2.8546 -2.6218  0.0932
H32 -1.9747 -1.6942 -3.7550  0.0767
H33 -1.2530 -3.5849 -0.9548  0.0577
H34 0.4968 -3.6022 -1.0583  0.0672
N9 3.3113 -2.1321 -3.3938  0.1734
C12 3.7460 -1.4739 -2.3304  -0.6741
N10 5.0967 -1.5743 -2.0860  0.1569
O6 2.9776 -0.9178 -1.5222  -0.0279
H35 2.3127 -2.3432 -3.4352  0.0684
H36 3.9513 -2.5814 -4.0215  0.1026
H37 5.6428 -1.9255 -2.8511  0.0901
H38 5.5436 -1.0972 -1.3266  0.0982
N11 -0.8528 -0.5213 3.7971  0.1851
C13 -1.7443 0.2889 4.4099  -0.6684
N12 -2.9267 -0.3193 4.7174  0.1327
O7 -1.5596 1.5035 4.5371  0.0160
H39 -1.0223 -1.5093 3.8647  0.0944
H40 0.0759 -0.2160 3.5501  0.1052
H41 -3.5675 0.3725 5.0805  0.1242
H42 -2.9494 -1.3071 4.8807  0.1085
N13 -0.9394 5.3815 3.2025  0.1418
C14 -1.6055 5.0180 2.0555  -0.6574
N14 -1.2977 3.7185 1.7434  0.1595
O8 -2.3004 5.7551 1.3660  0.0190
H43 -1.0756 6.3333 3.5009  0.0999
H44 0.0037 5.0270 3.0915  0.0784
H45 -0.9345 3.1429 2.4793  0.0447
H46 -1.5268 3.2532 0.8937  0.0667
N15 0.0834 -0.5537 -0.0098  0.1946
C15 0.4081 0.7042 0.2796  -0.6410
N16 0.9705 1.3046 -0.8081  0.1902
O9 0.1784 1.2001 1.3982  -0.0318
H47 0.4217 -1.1064 -0.7797  0.0599
H48 -0.1709 -1.0119 0.8581  0.0820
H49 1.0078 0.7692 -1.6571  0.0977
H50 1.3532 2.2073 -0.5862  0.0754
N17 2.1819 -3.5950 0.2768  0.1554
C16 1.5002 -3.5548 1.4359  -0.6725
N18 0.9667 -4.7859 1.7706  0.1515
O10 1.2640 -2.5110 2.0312  0.0197
H51 2.4626 -4.4835 -0.0917  0.1084
H52 2.4318 -2.7048 -0.1483  0.0927
H53 1.3756 -5.6369 1.4311  0.0916
H54 0.3860 -4.8906 2.5829  0.0960
N19 1.7468 3.0730 2.9107  0.1580
C17 1.9655 3.2106 4.2444  -0.6769
N20 0.9164 2.7406 4.9868  0.1525
O11 2.8988 3.8786 4.6976  0.0005
H55 2.5006 3.1151 2.2457  0.0810
H56 1.0505 2.4184 2.5687  0.0355
H57 0.7967 3.2379 5.8555  0.1059
H58 0.0735 2.5530 4.4645  0.0314
C18 -0.4685 4.9327 -4.2026  -0.0779
C19 0.5780 3.9141 -3.7563  -0.3441
O12 0.5125 2.7168 -4.4953  -0.0877
H59 -0.1338 5.2206 -5.2110  0.0758
H60 -0.3132 5.8872 -3.7001  0.0830
H61 -1.4783 4.5435 -4.3049  0.0775
H62 0.4402 3.7083 -2.6920  0.0947
H63 1.5729 4.3652 -3.8611  0.1100
H64 0.2705 3.0417 -5.3733  0.0926